Formula: C26H17FN6NiO5S2Se
Source: the Open Molecules 2025 dataset
Level of theory: the ωB97M-V functional and the def2-TZVPD basis

```
59
Properties=species:S:1:pos:R:3:lowdin_charge:R:1
Ni -1.4331 1.6967 2.1553 0.5743
O -2.7041 1.6326 -2.0045 0.0629
C -1.7006 0.8556 -2.4447 -0.2751
C -1.6589 0.5717 -3.8134 -0.0241
C -0.6580 -0.2226 -4.3361 -0.0990
C 0.3262 -0.7579 -3.5071 -0.1023
C 0.2940 -0.4735 -2.1565 -0.0455
C -0.6992 0.3405 -1.6041 -0.1057
C -0.6610 0.7027 -0.1689 -0.4379
O -1.6904 1.3286 0.3237 -0.1137
N 0.3990 0.4182 0.5265 0.0896
N 0.1996 0.8616 1.8315 -0.0707
C 1.1495 0.6414 2.6654 -0.0560
C 1.1113 1.0381 4.0434 -0.1492
C 2.2231 0.7471 4.8522 -0.0719
C 2.2673 1.0949 6.1799 -0.1300
C 1.1599 1.7604 6.7309 -0.1134
C 0.0588 2.0580 5.9711 -0.0228
C -0.0170 1.7098 4.5936 -0.3367
O -1.0848 2.0168 3.9422 -0.0984
H -2.6075 1.7033 -1.0214 0.0840
H -2.4364 0.9892 -4.4402 0.1104
H -0.6468 -0.4363 -5.3983 0.0952
H 1.1007 -1.3957 -3.9113 0.0947
H 1.0483 -0.8702 -1.4904 0.1097
H 2.0281 0.1223 2.2878 0.1273
H 3.0617 0.2290 4.3982 0.1037
H 3.1314 0.8599 6.7870 0.0837
H 1.1731 2.0439 7.7778 0.0911
H -0.7976 2.5693 6.3917 0.1083
Se 3.4241 7.4534 -2.4300 1.0461
N 3.2007 5.9405 -3.3445 -0.2549
C 2.4846 5.1571 -2.5702 -0.4106
C 2.0659 3.8286 -2.9030 -0.0076
C 1.3360 3.1625 -1.9872 -0.0116
C 0.9969 3.7879 -0.7285 -0.0873
N 1.3464 4.9822 -0.3680 0.1271
C 2.0964 5.6910 -1.2745 -0.4681
N 2.5087 6.9126 -1.0134 -0.2394
H 2.3400 3.3992 -3.8572 0.1147
H 0.9916 2.1542 -2.1701 0.0907
H 0.3932 3.2308 -0.0161 0.1019
O 1.5590 -12.3157 -1.0619 -0.3382
S 1.6902 -11.0961 -1.8251 0.5920
O 2.6900 -11.1043 -2.8673 -0.3373
N 1.8339 -9.8007 -0.8643 -0.1339
C 0.7974 -8.9817 -0.9532 -0.9125
S 0.5753 -7.5524 -0.1130 0.5152
C -0.2492 -9.4605 -1.9336 -0.2435
C -1.4483 -8.8611 -2.2822 -0.0459
C -2.2559 -9.4941 -3.2179 -0.0898
C -1.8741 -10.7042 -3.7957 -0.1009
C -0.6710 -11.3044 -3.4462 -0.0556
C 0.1156 -10.6567 -2.5143 -0.2329
H -1.7219 -7.9211 -1.8206 0.0871
H -3.1973 -9.0416 -3.5058 0.0937
H -2.5212 -11.1786 -4.5240 0.0910
H -0.3583 -12.2430 -3.8856 0.1115
F -3.0414 2.4767 2.2943 -0.4834
```

Output
HOMO-LUMO gap = 0.2003 Eh
total charge = -2
ΔE to the lowest compared entry with this formula, charge and spin = 0.0 kJ/mol



Formula: C26H17MnN8O11S
Source: the Open Molecules 2025 dataset
Level of theory: the ωB97M-V functional and the def2-TZVPD basis

```
64
Properties=species:S:1:pos:R:3:mulliken_spin:R:1
Mn 9.2060 14.0768 11.2522 4.7334
N 9.2951 11.6813 6.7705 0.0019
C 10.2019 12.1808 7.6358 0.0012
S 11.6117 12.8698 7.1719 0.0008
N 9.7606 11.9955 8.9220 0.0003
N 10.4662 12.6176 9.8225 0.0423
C 11.2412 11.9763 10.6939 -0.0065
C 11.4100 10.4753 10.7146 -0.0182
C 11.8610 9.8905 9.5635 0.0036
C 11.6630 8.4842 9.3127 -0.0002
C 11.0136 7.7716 10.3111 0.0009
C 10.7178 8.2989 11.5517 0.0000
C 11.0119 9.6343 11.7992 0.0027
C 11.6554 12.6898 11.9043 0.0234
C 12.4572 12.1366 12.8823 -0.0100
C 12.7177 12.8352 14.0678 0.0071
C 12.2822 14.1640 14.2120 -0.0001
C 11.4550 14.6686 13.1869 0.0223
N 11.1218 13.9195 12.0920 0.0248
H 9.4113 11.6612 5.7901 -0.0001
H 8.4246 11.2445 7.1016 0.0003
H 12.4597 10.5525 8.8856 -0.0007
H 11.9529 8.0252 8.3785 -0.0001
H 10.6826 6.7799 10.1897 0.0002
H 10.2373 7.7803 12.3854 0.0000
H 10.7494 10.0627 12.7725 0.0000
H 13.1066 11.2634 12.7264 -0.0004
H 13.3370 12.3834 14.8133 0.0005
H 12.6510 14.8336 14.9747 -0.0004
H 11.0066 15.6434 13.2809 0.0032
O 8.8620 15.7973 12.5677 0.0320
C 8.3566 16.9039 12.2231 0.0096
C 8.1775 17.3158 10.8788 0.0064
C 7.4643 18.4616 10.7324 -0.0022
C 7.1617 18.8777 9.4235 0.0037
C 7.6431 18.2900 8.2239 0.0033
C 8.3506 17.1461 8.4113 0.0069
C 8.6174 16.6288 9.7363 -0.0030
O 9.1891 15.4434 9.7687 0.0344
N 6.3902 20.1268 9.3546 0.0001
O 5.7145 20.4010 10.3405 0.0010
O 6.6135 20.8876 8.3838 0.0009
H 7.9241 17.5981 12.9428 0.0052
H 6.9986 19.0084 11.5948 -0.0009
H 7.3488 18.6544 7.2600 0.0001
H 8.6438 16.4651 7.5830 0.0007
O 3.9632 14.4219 16.1173 0.0014
N 4.9415 13.8197 16.5922 0.0001
O 5.0726 13.4146 17.7910 0.0003
C 6.0003 13.5423 15.6110 0.0016
C 7.1816 12.9622 15.9867 0.0020
C 7.9638 12.5371 14.9375 -0.0046
C 7.8607 12.9569 13.5965 -0.0161
O 8.7711 12.7972 12.7610 0.0368
C 6.5598 13.6099 13.3616 0.0114
C 5.6913 14.0239 14.3173 0.0014
N 6.1582 14.0461 12.0434 0.0044
O 5.1664 14.7364 11.8342 0.0571
O 6.9534 13.7965 11.0468 -0.0278
N 9.2477 11.9249 15.3483 -0.0002
O 9.9020 11.2175 14.6355 0.0005
O 9.5448 12.2478 16.5235 0.0006
H 7.4512 12.7384 17.0064 -0.0001
H 4.8140 14.6361 14.1096 0.0008
```

Output
HOMO-LUMO gap (spin up / spin down) = 0.1768 / 0.1811 Eh
2S+1 = 6
total charge = -1
ΔE to the lowest compared entry with this formula, charge and spin = 241.0 kJ/mol



Formula: C26H17N5O5Pd
Source: the Open Molecules 2025 dataset
Level of theory: the ωB97M-V functional and the def2-TZVPD basis

```
54
Properties=species:S:1:pos:R:3:lowdin_charge:R:1
Pd 0.1745 -0.2180 -0.4366 1.0794
O -0.9222 4.9514 0.7404 0.0522
C 0.0170 5.0479 -0.2083 -0.2722
C 0.5526 6.3098 -0.4706 -0.0166
C 1.5299 6.4769 -1.4280 -0.0881
C 1.9993 5.3875 -2.1538 -0.1032
C 1.4757 4.1370 -1.9126 -0.0410
C 0.4852 3.9433 -0.9455 -0.0960
C -0.0452 2.5877 -0.7387 -0.4652
O 0.3774 1.6176 -1.4434 -0.1388
N -1.0050 2.4472 0.1643 0.0236
N -1.4756 1.2091 0.2975 -0.0712
C -2.6820 0.9341 0.6426 -0.0802
C -3.2568 -0.3568 0.4230 -0.1574
C -4.4598 -0.7170 1.0414 -0.0555
C -5.0742 -1.9163 0.7699 -0.1124
C -4.5075 -2.7769 -0.1710 -0.1008
C -3.3434 -2.4432 -0.8141 -0.0501
C -2.6576 -1.2329 -0.5425 -0.3937
O -1.5841 -0.9623 -1.2098 -0.1849
H -1.2226 4.0120 0.7811 0.0570
H 0.1716 7.1471 0.0934 0.1144
H 1.9279 7.4633 -1.6153 0.1008
H 2.7621 5.5223 -2.9057 0.0944
H 1.8117 3.2756 -2.4699 0.1110
H -3.3233 1.7280 1.0305 0.1260
H -4.8998 -0.0328 1.7518 0.1074
H -5.9936 -2.1877 1.2633 0.0925
H -4.9901 -3.7175 -0.3932 0.0985
H -2.9147 -3.0912 -1.5634 0.1097
O 5.8188 -4.8230 -0.0262 0.0794
N 4.5914 -4.8657 -0.0454 -0.3283
O 3.9666 -5.9238 -0.0763 0.0769
C 3.8994 -3.6357 -0.0170 -0.0726
C 4.6847 -2.4774 -0.0217 0.0924
C 4.1221 -1.2086 0.0248 -0.1174
C 4.8708 0.0042 -0.0041 0.0286
C 4.2128 1.1989 0.0571 -0.0069
C 2.8100 1.2269 0.1456 -0.0308
N 2.0871 0.1141 0.1230 0.0016
C 2.7054 -1.0810 0.0707 -0.1262
C 1.8901 -2.2565 0.1166 -0.1293
N 0.5619 -2.0620 0.2869 0.0019
C -0.2400 -3.1176 0.4359 -0.0495
C 0.2348 -4.4115 0.3019 0.0023
C 1.5778 -4.6381 0.0766 0.0393
C 2.4735 -3.5489 0.0541 -0.0454
H 5.7566 -2.5943 -0.0694 0.1338
H 5.9468 -0.0439 -0.0713 0.1263
H 4.7485 2.1352 0.0520 0.1193
H 2.2825 2.1649 0.2471 0.1215
H -1.2728 -2.9174 0.6838 0.1172
H -0.4492 -5.2400 0.3926 0.1203
H 1.9487 -5.6382 -0.0588 0.1060
```

Output
HOMO-LUMO gap = 0.1750 Eh
ΔE to the lowest compared entry with this formula, charge and spin = 175.6 kJ/mol



Formula: C26H18AuF6NSb
Source: the Open Molecules 2025 dataset
Level of theory: the ωB97M-V functional and the def2-TZVPD basis

```
53
Properties=species:S:1:pos:R:3:mulliken_spin:R:1
Au -0.6101 0.5363 0.8521 0.7433
C 3.4205 0.9732 -0.8815 0.0229
C 4.2105 0.8848 0.2542 -0.0086
C 3.6393 0.5652 1.4741 0.0129
C 2.2708 0.3481 1.5476 0.1456
N 1.5374 0.4528 0.4288 0.2352
C 2.0630 0.7546 -0.7537 -0.0074
C 1.5283 -0.0036 2.7718 0.0051
C 2.1426 -0.2335 4.0016 0.0179
C 1.3851 -0.5963 5.1036 -0.0039
C 0.0086 -0.7382 5.0006 0.0086
C -0.6271 -0.5071 3.7848 -0.0476
C 0.1406 -0.1178 2.7106 0.4833
H 3.8340 1.2251 -1.8464 0.0011
H 5.2747 1.0698 0.1920 -0.0001
H 4.2452 0.5023 2.3651 0.0020
H 1.3741 0.8334 -1.5827 0.0036
H 3.2157 -0.1387 4.1036 0.0065
H 1.8747 -0.7791 6.0508 0.0006
H -0.5744 -1.0294 5.8646 0.0052
H -1.7004 -0.6180 3.6978 0.0112
F -0.0315 2.6503 -0.8908 0.0067
Sb -0.3277 4.0816 0.3559 0.0077
F -2.0848 3.3970 0.5432 0.0034
F 0.1671 2.7810 1.7197 0.0174
F -0.6255 5.3895 1.6604 0.0004
F 1.4900 4.5447 0.2120 0.0006
F -0.8348 5.2144 -1.0521 0.0002
C -1.5120 -0.1859 -0.7452 0.9220
C -2.1897 -0.2086 -1.7575 -0.2641
C -3.0270 -0.0605 -2.8745 0.1664
C -3.0727 1.2684 -3.4711 0.0566
C -2.7615 2.3963 -2.6927 0.0755
C -2.7648 3.6642 -3.2431 -0.0632
C -3.0719 3.8410 -4.5862 0.1053
C -3.3656 2.7352 -5.3750 -0.0532
C -3.3654 1.4634 -4.8296 0.1056
C -3.7830 -1.2040 -3.3547 0.0120
C -3.3352 -2.5086 -3.0944 0.1031
C -4.0539 -3.6065 -3.5294 -0.0585
C -5.2450 -3.4346 -4.2243 0.1105
C -5.7137 -2.1504 -4.4695 -0.0552
C -4.9959 -1.0475 -4.0419 0.1140
H -2.5192 2.2750 -1.6455 0.0226
H -2.5182 4.5129 -2.6173 -0.0004
H -3.0726 4.8333 -5.0183 0.0069
H -3.5829 2.8638 -6.4279 -0.0008
H -3.5586 0.6092 -5.4661 0.0032
H -2.4064 -2.6479 -2.5551 0.0106
H -3.6828 -4.6033 -3.3276 -0.0019
H -5.8079 -4.2944 -4.5635 0.0076
H -6.6523 -2.0059 -4.9893 -0.0017
H -5.3913 -0.0541 -4.2089 0.0034
```

Output
HOMO-LUMO gap (spin up / spin down) = 0.2184 / 0.2084 Eh
2S+1 = 4
ΔE to the lowest compared entry with this formula, charge and spin = 9.3 kJ/mol